#a
Computed, not measured: a structure of composition C27H33GeN2SSe2Te2W, with wB97M-V/def2-TZVPD.

Geometry as ORCA input:
```
! wB97M-V def2-TZVPD RIJCOSX def2/J DEFGRID3
* xyz 1 1
W 0.49614 0.69647 -0.16188
Te 0.05834 -0.24530 2.10629
Te -0.33363 -1.35711 4.48435
Se 1.48126 2.38049 1.08998
Se -0.52669 -1.58869 0.08734
Ge 0.44725 0.45517 -2.68798
S -1.76355 1.57286 0.23449
N -1.37484 4.22746 0.34376
N -0.31588 2.95443 -1.34046
C 2.39573 -0.42527 -0.15488
C 4.37278 0.36300 2.66944
C 2.29246 -0.54581 -4.85920
C 4.07502 -1.00920 2.80892
C -2.26403 -1.89999 -6.10401
C -1.11714 3.06313 -0.28708
C 3.27828 0.52755 -5.32126
C 2.65817 -5.32768 1.07556
C 4.59182 -5.31683 2.51409
C 2.85917 1.96123 -5.01112
C -1.14943 -0.50407 -3.47753
C 0.22052 4.06748 -1.84273
C 0.06081 5.29339 -1.18772
C 3.08268 -1.08846 0.62882
C 4.11256 -0.72359 5.20988
C 3.71451 -3.23448 1.65542
C 2.05827 -0.58039 -3.34405
C 4.40535 0.62532 5.05219
C 3.57358 -6.01063 1.86932
C -1.56053 0.16569 -4.78538
C -0.71629 5.35296 -0.06736
C 3.96974 -1.54214 4.10708
C 4.66557 -3.94369 2.41452
C 4.55843 1.16036 3.77841
C 2.73710 -3.95786 0.95075
C -2.68936 -0.55279 -5.52867
C 3.70471 -1.79657 1.65368
H 2.96820 -0.24409 -2.83564
H -3.55063 -0.68505 -4.86895
H 3.39294 0.42846 -6.40354
H 1.89535 -1.61469 -3.02190
H -2.00141 -0.51785 -2.79033
H 0.81379 3.92608 -2.73591
H -0.86333 -1.54467 -3.64689
H -1.87978 1.19012 -4.57403
H 1.85788 2.15292 -5.39887
H -1.88673 4.21731 1.21586
H 2.69604 -1.51292 -5.17155
H 5.47927 -3.40569 2.88162
H -1.35467 -1.79426 -6.69764
H 2.00154 -3.42674 0.35947
H 4.25395 0.33154 -4.86812
H 0.41818 1.66316 -3.63021
H 4.79235 2.20709 3.64698
H 4.49227 1.26295 5.92036
H 2.86562 2.15307 -3.93540
H 3.55533 2.65694 -5.47867
H -0.69307 0.22290 -5.44784
H 4.49429 0.78346 1.67937
H -2.08955 -2.63898 -5.32232
H 1.34128 -0.41652 -5.38207
H 3.49744 -7.08289 1.98043
H 1.88336 -5.87053 0.55435
H -3.00085 0.09401 -6.35332
H -3.04519 -2.28860 -6.75654
H -0.83792 6.23298 0.54410
H 0.58347 6.16592 -1.54491
H 3.67554 -2.57157 4.25183
H 3.93434 -1.13719 6.19257
H 5.33029 -5.85337 3.09386
*
```

Properties
orbital gap (spin up / spin down) = 4.3 / 4.3 eV
LUMO level (spin up / spin down) = -5.23 / -5.23 eV

=====

#b
Computed, not measured: a structure of composition C27H33GeN2SSe2Te2W, with wB97M-V/def2-TZVPD.

Geometry as ORCA input:
```
! wB97M-V def2-TZVPD RIJCOSX def2/J DEFGRID3
* xyz 1 1
W 0.37599 2.86332 -1.52134
Te 3.04326 3.47645 -1.05605
Te 1.27491 5.38261 -0.43348
Se 1.23956 2.57448 -3.64011
Se -0.89558 4.96507 -1.71130
Ge 0.29875 0.21334 -1.77429
S -2.29473 2.19985 -0.41648
N -1.91423 2.16974 -2.96914
N -4.13879 1.90894 -2.34272
C -0.31778 0.13671 3.11361
C 3.28035 -1.45635 -3.59465
C 2.41929 -1.79134 -1.22196
C 3.20045 0.70101 5.62809
C -2.38097 -1.67991 3.51817
C 0.77033 1.07067 2.80270
C -2.67162 -0.37318 3.14597
C -3.60154 1.87873 -4.62994
C -0.03215 -1.17856 3.49216
C -3.17294 -3.16886 -0.33489
C -2.64987 -2.86818 -1.73291
C 4.25805 1.90708 3.82305
C 3.09213 1.83694 3.08920
C 4.31456 1.33396 5.08868
C 3.60451 -1.91312 -2.17764
C -1.64684 0.52680 2.92324
C 1.97107 1.16607 3.60589
C -2.83235 2.08611 -1.98377
C 2.03336 0.61499 4.89450
C 0.63965 1.80195 1.65599
C -1.14474 -0.93010 -1.04184
C -4.52831 1.80554 -3.63639
C 0.51882 2.22885 0.50069
C -2.26597 2.07501 -4.22674
C -1.23103 -2.29785 -1.72983
C -1.06293 -2.08381 3.67884
C 2.02351 -0.32863 -0.95093
H -4.82304 1.86690 -1.59932
H -3.87978 1.79819 -5.66775
H 2.79738 0.33982 -1.34216
H 1.15700 0.15263 5.32736
H 0.43123 -0.30890 -3.22967
H -2.67130 -3.77848 -2.33690
H 2.98568 -0.40419 -3.62108
H -0.97441 -1.02984 0.03465
H 1.94982 -0.12820 0.12166
H 3.94465 -2.95131 -2.19734
H -1.86418 1.54439 2.62727
H -5.58705 1.67732 -3.80898
H -2.10041 -0.41298 -1.14117
H -0.87377 -2.23097 -2.76190
H 3.24287 0.28579 6.62532
H -3.31660 -2.15177 -2.22721
H 5.22839 1.39225 5.66488
H -3.19881 -2.26662 0.27772
H -0.57000 -3.00674 -1.22270
H 1.57937 -2.35072 -1.64573
H -3.69946 -0.05856 3.02337
H 0.99596 -1.50032 3.59386
H -2.52835 -3.89309 0.16900
H 2.66721 -2.28750 -0.28064
H -3.18357 -2.38757 3.67581
H -1.45751 2.15905 -4.94850
H -0.83666 -3.10659 3.94755
H 4.14089 -1.57330 -4.25311
H -4.18097 -3.58394 -0.36458
H 5.12303 2.41119 3.41501
H 4.43638 -1.32017 -1.78423
H 3.03383 2.28910 2.10614
H 2.45602 -2.03925 -4.01100
*
```

Properties
orbital gap (spin up / spin down) = 5.0 / 5.0 eV
LUMO level (spin up / spin down) = -4.74 / -4.74 eV

=====

Verdict on stability: #a comes out at the bottom.

=====

#a
Computed, not measured: the ion C5H7N2 with charge +1, with wB97M-V/def2-TZVPD.

Geometry as ORCA input:
```
! wB97M-V def2-TZVPD RIJCOSX def2/J DEFGRID3
* xyz 1 1
N -0.13181 0.50316 0.50712
N 0.60903 -1.40292 -0.86143
C 1.12413 0.02574 -0.29334
C 1.91912 1.55548 -2.23943
C 1.54115 0.91465 -1.30046
C -1.02304 -0.71364 0.73975
C -0.39178 -1.73937 -0.20995
H 2.08799 2.25875 -2.99484
H -1.00119 -1.20420 1.81402
H -1.00050 -2.72390 -0.36728
H 0.11760 0.85456 1.42370
H 1.99203 -0.04238 0.48159
H -0.42510 1.16876 -0.17431
H -2.03811 -0.33714 0.36528
*
```

Properties
SMILES = C#C[C@@H]1N=CC[NH2+]1
orbital gap = 11.0 eV
LUMO level = -3.76 eV

=====

#b
Computed, not measured: the ion C5H7N2 with charge +1, with wB97M-V/def2-TZVPD.

Geometry as ORCA input:
```
! wB97M-V def2-TZVPD RIJCOSX def2/J DEFGRID3
* xyz 1 1
N -1.14431 -0.26485 0.21801
N 1.12748 -0.24247 0.06665
C -0.66396 -1.53121 0.56424
C 0.64188 -1.48012 0.40020
C 2.47653 0.05323 -0.00057
C -2.54894 0.22262 0.04553
C 0.01263 0.49198 -0.17432
H -0.11553 1.45785 -0.66871
H -3.07126 -0.10898 0.84783
H 3.09681 -0.77224 -0.32127
H 2.84330 0.45073 0.90808
H -2.93173 -0.21645 -0.96090
H -2.27957 1.30487 0.02053
H 2.55666 0.63504 -0.94530
*
```

Properties
SMILES = Cn1c#c[n+](C)c1
orbital gap (spin up / spin down) = 7.5 / 7.3 eV
LUMO level (spin up / spin down) = -7.49 / -7.60 eV

=====

#c
Computed, not measured: a structure of composition C5H7N2, with wB97M-V/def2-TZVPD.

Geometry as ORCA input:
```
! wB97M-V def2-TZVPD RIJCOSX def2/J DEFGRID3
* xyz 1 1
N 0.23403 -0.97032 0.14181
N 1.47026 -0.48914 0.22984
C -1.47065 0.77799 -0.54865
C -2.70156 1.24015 -1.12945
C 2.53884 -1.23039 0.65387
C 1.08374 0.78997 0.02791
C -0.36297 0.30678 -0.13972
H -3.23944 0.35207 -1.40517
H -3.34230 1.88191 -0.36263
H -2.52434 1.86616 -1.96636
H 1.48368 1.47730 -0.63448
H 3.32402 -0.66287 1.17227
H 2.92511 -1.82809 -0.08717
H 2.24605 -1.95957 1.39447
*
```

Properties
orbital gap (spin up / spin down) = 6.7 / 9.0 eV
LUMO level (spin up / spin down) = -6.55 / -5.75 eV

=====

Verdict on stability: #c comes out at the bottom.

=====

#a
Computed, not measured: a cluster of 2 separate species, C5H7N2 in total, with wB97M-V/def2-TZVPD.

Geometry as ORCA input:
```
! wB97M-V def2-TZVPD RIJCOSX def2/J DEFGRID3
* xyz 1 1
N 1.34028 -2.24772 0.36479
N -1.56643 -0.15209 0.30781
C -0.41500 -0.07359 0.32505
C 1.60175 1.28553 -0.28488
C 1.02305 0.05556 0.10538
C 1.86432 -1.08636 0.33336
C -4.38642 -0.04679 -0.39362
H 0.98859 1.57063 -1.16397
H -5.06745 0.58455 -0.95907
H -4.20793 0.40626 0.62529
H 2.09621 -2.86307 0.52275
H 1.11505 2.04553 0.45151
H 2.93996 -0.94952 0.05854
H 2.67403 1.47108 -0.29293
*
```

Properties
orbital gap (spin up / spin down) = 3.3 / 4.0 eV
LUMO level (spin up / spin down) = -8.45 / -8.18 eV

=====

#b
Computed, not measured: the ion C5H7N2 with charge +1, with wB97M-V/def2-TZVPD.

Geometry as ORCA input:
```
! wB97M-V def2-TZVPD RIJCOSX def2/J DEFGRID3
* xyz 1 1
N -3.34211 1.45288 -1.87556
N 1.26233 -1.33342 0.14563
C -0.57312 0.55646 0.49740
C 0.71647 0.13449 -0.15665
C 0.02745 0.33656 -1.57968
C -1.09416 0.85960 -0.86871
C -2.26735 1.26828 -1.41240
H -4.12731 1.93172 -2.31908
H -0.37961 1.47337 0.95552
H 0.44193 -1.87432 -0.27020
H -1.19311 0.06915 1.33899
H 1.60338 0.86285 -0.08122
H 2.04673 -1.58809 -0.48601
H 1.42585 -1.59653 1.11952
*
```

Properties
orbital gap = 7.9 eV
LUMO level = -4.22 eV

=====

Verdict on stability: #a comes out at the bottom.

=====

#a
Computed, not measured: the ion C4H8NO with charge +1, with wB97M-V/def2-TZVPD.

Geometry as ORCA input:
```
! wB97M-V def2-TZVPD RIJCOSX def2/J DEFGRID3
* xyz 1 1
O 0.48946 0.10426 -0.54706
N -0.93832 -1.64861 -0.20690
C 1.73347 2.22095 -0.04081
C -1.51634 -0.76822 0.91753
C -0.07246 -0.91228 -1.26564
C 1.45724 1.06828 -0.79728
H -2.13925 -0.00519 0.32488
H -0.62925 -0.35106 1.36221
H -0.13716 -2.21617 0.11792
H -1.74673 -2.20715 -0.50351
H -2.03272 -1.39613 1.55001
H 2.48530 2.95760 -0.17401
H 1.12578 2.38760 0.94986
H 1.92097 0.76613 -1.68718
*
```

Properties
orbital gap = 8.9 eV
LUMO level = -5.24 eV

=====

#b
Computed, not measured: the ion C4H8NO with charge +1, with wB97M-V/def2-TZVPD.

Geometry as ORCA input:
```
! wB97M-V def2-TZVPD RIJCOSX def2/J DEFGRID3
* xyz 1 1
O -0.24281 -1.60225 -0.02024
N -2.13772 -0.35372 0.96263
C 0.02059 -0.31031 -0.50055
C -1.39795 -0.86894 -0.29056
C 2.36836 0.43864 -0.63083
C 0.91278 0.65291 -0.67446
H -2.27793 0.60585 1.12958
H 2.61292 -0.37255 -1.26774
H -1.48410 -0.62911 1.61713
H 0.67060 1.44400 -1.32793
H 3.10601 1.24090 -0.78755
H -2.21666 -1.30042 -0.96403
H -2.97692 -0.82362 1.00278
H 2.50294 0.01725 0.36045
*
```

Properties
SMILES = C/C=C1\O[C@H]1[NH3+]
orbital gap = 10.1 eV
LUMO level = -3.70 eV

=====

Verdict on stability: #a comes out at the bottom.